This record from OMol25 describes 7 unconnected molecules or ions with the total composition C27H39F18INO12S. The level of theory is ωB97M-V with the def2-TZVPD basis set.

The value obtained for the lowest unoccupied orbital energy is -5.62 eV. As for the HOMO energy: -0.4585 Ha. The relative energy (zero: lowest compared OMol25 entry of this formula, charge and spin) comes out at 0.0 kJ/mol. As for the total charge: +1. The value obtained for the total energy is -4503.16725 Eh. Its multiplicity is 1.

Element x y z (Å)
C 0.665 -4.814 -5.696
C 1.964 -4.526 -6.436
S 3.471 -4.814 -5.477
C 3.055 -4.123 -3.903
N 3.065 -2.615 -3.940
I 2.469 -1.781 -2.091
H 0.684 -5.807 -5.245
H -0.137 -4.831 -6.436
H 0.403 -4.055 -4.957
H 1.953 -3.535 -6.893
H 2.040 -5.231 -7.265
H 3.841 -4.420 -3.208
H 2.109 -4.463 -3.485
H 2.405 -2.255 -4.629
H 4.011 -2.292 -4.145
C 1.219 -3.734 0.958
C -0.149 -4.007 0.369
O -0.593 -5.333 0.696
C -1.131 -5.475 1.906
O -1.270 -4.621 2.727
C -1.603 -6.932 2.097
F -0.678 -7.794 1.664
F -2.724 -7.132 1.397
F -1.846 -7.175 3.374
H 1.931 -4.498 0.641
H 1.595 -2.759 0.638
H 1.187 -3.743 2.046
H -0.119 -3.980 -0.720
H -0.883 -3.276 0.701
C 1.081 3.997 -0.021
C 1.520 2.555 -0.022
O 0.467 1.676 0.449
C -0.460 1.336 -0.425
O -0.528 1.647 -1.579
C -1.466 0.381 0.251
F -1.807 0.791 1.465
F -0.888 -0.838 0.362
F -2.561 0.244 -0.480
H 0.726 4.281 0.968
H 1.918 4.637 -0.293
H 0.267 4.166 -0.726
H 2.342 2.403 0.674
H 1.852 2.236 -1.010
C -4.380 -7.113 -9.585
C -3.504 -7.189 -10.815
O -2.284 -6.428 -10.638
C -1.314 -7.028 -9.975
O -1.319 -8.124 -9.498
C -0.082 -6.102 -9.924
F -0.416 -4.845 -9.601
F 0.535 -6.078 -11.104
F 0.789 -6.534 -9.007
H -4.590 -6.074 -9.331
H -5.323 -7.625 -9.769
H -3.896 -7.579 -8.728
H -3.995 -6.736 -11.672
H -3.256 -8.217 -11.072
C -1.819 1.331 6.444
C -0.541 1.131 5.664
O -0.341 2.219 4.734
C 0.185 3.323 5.240
O 0.533 3.514 6.366
C 0.338 4.373 4.121
F -0.752 4.436 3.352
F 1.377 4.044 3.329
F 0.568 5.576 4.623
H -2.654 1.447 5.760
H -2.009 0.473 7.089
H -1.760 2.223 7.065
H -0.594 0.234 5.050
H 0.326 1.039 6.317
C 5.995 4.903 2.831
C 5.655 6.261 2.260
O 6.110 6.384 0.892
C 5.330 5.863 -0.033
O 4.290 5.292 0.133
C 5.929 6.127 -1.431
F 7.239 5.877 -1.453
F 5.735 7.402 -1.773
F 5.339 5.352 -2.338
H 7.065 4.710 2.745
H 5.715 4.862 3.883
H 5.467 4.111 2.301
H 6.173 7.049 2.800
H 4.587 6.464 2.308
C -5.695 7.580 8.380
C -5.350 6.243 8.995
O -5.377 5.189 8.007
C -4.295 5.064 7.260
O -3.295 5.719 7.308
C -4.468 3.876 6.292
F -5.670 3.877 5.714
F -4.327 2.722 6.961
F -3.547 3.919 5.333
H -6.659 7.529 7.873
H -5.746 8.344 9.154
H -4.946 7.880 7.647
H -6.092 5.954 9.736
H -4.376 6.261 9.482

This record from OMol25 describes a molecular structure, C27H39N2O6RhSSi at a distorted geometry. The level of theory is ωB97M-V with the def2-TZVPD basis set.

The value obtained for the lowest unoccupied orbital energy (spin up / spin down) is -1.74 / -1.90 eV. As for the HOMO energy (spin up / spin down): -0.2954 / -0.2945 Ha. The relative energy (zero: lowest compared OMol25 entry of this formula, charge and spin) comes out at 166.6 kJ/mol. The value obtained for the total energy is -2411.52279 Eh. Its multiplicity is 1.

Element x y z (Å)
Rh -0.736 0.222 -2.262
C -2.381 3.922 -2.968
O -1.183 4.655 -3.213
C 0.044 4.072 -3.279
C 1.100 4.961 -3.217
C 2.423 4.542 -3.324
C 2.703 3.203 -3.443
C 1.668 2.262 -3.457
C 2.014 0.873 -3.460
N 1.185 -0.086 -3.225
N 1.559 -1.365 -3.326
C 0.598 -2.218 -3.045
O -0.592 -1.870 -2.730
C 0.933 -3.663 -3.114
C 2.252 -4.086 -3.274
C 2.545 -5.438 -3.316
C 1.527 -6.376 -3.206
C 0.213 -5.958 -3.057
C -0.085 -4.605 -3.010
C 0.298 2.671 -3.447
O -0.660 1.813 -3.642
H -3.156 4.680 -2.879
H -2.319 3.354 -2.037
H -2.618 3.245 -3.783
H 0.857 6.005 -3.068
H 3.225 5.267 -3.299
H 3.728 2.854 -3.496
H 3.048 0.606 -3.665
H 3.031 -3.343 -3.361
H 3.571 -5.766 -3.432
H 1.759 -7.433 -3.232
H -0.580 -6.690 -2.979
H -1.107 -4.267 -2.896
C -3.617 1.007 1.681
C -2.721 1.703 2.704
C -2.789 3.214 2.510
C -3.154 1.313 4.113
O -1.329 1.335 2.596
Si -0.463 0.371 1.628
S -0.414 1.320 -0.321
O 1.072 0.329 2.095
C 1.889 1.017 3.047
C 1.752 2.524 2.855
C 3.321 0.572 2.777
C 1.449 0.604 4.450
O -1.152 -1.086 1.577
C -0.806 -2.467 1.399
C -1.098 -3.159 2.729
C 0.661 -2.630 1.018
C -1.705 -3.022 0.302
H -4.649 1.329 1.821
H -3.560 -0.075 1.800
H -3.307 1.259 0.669
H -3.820 3.560 2.598
H -2.413 3.472 1.519
H -2.180 3.723 3.257
H -4.195 1.593 4.282
H -2.530 1.813 4.854
H -3.052 0.234 4.243
H 2.020 2.796 1.833
H 2.410 3.049 3.548
H 0.720 2.830 3.037
H 3.608 0.833 1.758
H 3.411 -0.508 2.895
H 4.004 1.061 3.473
H 0.426 0.941 4.626
H 2.107 1.039 5.203
H 1.477 -0.483 4.539
H -0.422 -2.788 3.501
H -0.973 -4.239 2.635
H -2.123 -2.948 3.037
H 1.303 -2.226 1.800
H 0.870 -2.092 0.090
H 0.889 -3.686 0.875
H -2.754 -2.923 0.587
H -1.483 -4.076 0.126
H -1.544 -2.475 -0.626

This record from OMol25 describes a molecular structure, C27H39N6O6SeW at a distorted geometry. The level of theory is ωB97M-V with the def2-TZVPD basis set.

The value obtained for the lowest unoccupied orbital energy (spin up / spin down) is -4.56 / -4.91 eV. As for the HOMO energy (spin up / spin down): -0.4103 / -0.4103 Ha. The relative energy (zero: lowest compared OMol25 entry of this formula, charge and spin) comes out at 568.4 kJ/mol. As for the total charge: +1. The value obtained for the total energy is -4300.44559 Eh. Its multiplicity is 3.

Element x y z (Å)
W 0.060 2.028 0.379
N 0.606 3.917 -0.234
C 1.275 4.354 1.051
C 1.416 3.321 2.246
O 1.900 3.809 3.261
N 1.200 1.969 1.875
C 1.701 1.090 2.932
C 1.276 -0.377 2.682
O 2.293 -1.102 2.626
O 0.029 -0.682 2.548
H 1.230 3.861 -1.018
H -0.289 4.409 -0.506
H 0.752 5.236 1.416
H 2.281 4.649 0.808
H 1.263 1.502 3.835
H 2.752 1.285 2.929
C 2.654 -0.498 -5.620
C 3.835 -0.621 -4.647
C 3.972 0.499 -3.543
C 3.586 0.141 -2.089
N 2.555 -0.938 -1.918
C 1.310 -0.673 -1.332
Se 0.414 0.858 -1.751
N 0.719 -1.840 -0.930
C -0.665 -2.056 -0.501
C -1.536 -2.944 -1.369
C -1.696 -2.465 -2.844
C -3.169 -2.342 -3.358
C 1.714 -2.854 -0.975
C 1.660 -4.158 -0.547
C 2.907 -4.851 -0.444
C 4.005 -4.387 -1.227
C 3.972 -3.081 -1.805
C 2.906 -2.241 -1.521
H 2.816 -0.917 -6.612
H 2.425 0.542 -5.784
H 1.824 -1.036 -5.186
H 4.780 -0.640 -5.278
H 3.737 -1.603 -4.206
H 3.390 1.339 -3.919
H 5.001 0.886 -3.470
H 3.271 1.053 -1.570
H 4.468 -0.176 -1.525
H -1.165 -1.069 -0.509
H -0.679 -2.372 0.566
H -2.586 -2.801 -0.925
H -1.234 -4.007 -1.339
H -1.034 -3.094 -3.499
H -1.314 -1.427 -2.889
H -3.898 -2.976 -2.832
H -3.254 -2.618 -4.440
H -3.505 -1.305 -3.280
H 0.779 -4.514 -0.041
H 2.954 -5.715 0.158
H 4.919 -4.879 -1.318
H 4.896 -2.655 -2.263
C -1.214 2.336 4.358
C -1.741 0.969 3.916
C -2.974 1.129 2.961
C -4.010 -0.047 3.339
C -5.482 0.047 2.948
C -3.669 2.495 3.033
O -4.287 2.913 3.974
N -3.676 3.202 1.790
C -2.694 3.198 0.733
O -2.699 4.024 -0.161
N -1.911 2.089 0.864
C -2.496 0.966 1.495
O -2.869 -0.012 0.918
H -0.445 2.250 5.100
H -2.038 2.849 4.817
H -0.863 3.021 3.541
H -2.017 0.412 4.809
H -0.963 0.324 3.441
H -3.851 -0.150 4.469
H -3.612 -0.970 2.934
H -6.088 0.521 3.715
H -5.867 -0.970 2.894
H -5.789 0.509 1.975
H -4.223 4.062 1.889